Record 1
Below is a cluster of 7 separate species, C31H57N6O16P in total at a distorted geometry, with properties calculated with ωB97M-V/def2-TZVPD.

Its total energy is -84029.967 eV. As for the LUMO energy: -0.25 eV. The spin multiplicity is 1. As for the HOMO energy: -8.4 eV.

Last column: Löwdin charge in e.
Element x y z (Å)
P 0.710 -2.720 -1.693  0.823
O -3.210 -5.255 3.710  0.056
O 8.405 -8.830 0.431  0.072
O 8.440 0.027 1.399  0.062
O 8.952 -3.185 1.838  0.054
O -3.874 3.628 3.291  -0.248
O -0.198 -0.019 -1.799  -0.100
O -1.372 -4.215 4.250  0.053
O 6.564 -7.718 0.786  0.035
O -7.548 6.489 3.788  0.051
O -0.993 -0.817 0.343  0.016
O 9.316 -4.367 0.042  0.059
O 2.058 -3.425 -2.110  -0.507
O -6.191 8.192 3.884  0.055
O -0.460 0.740 5.168  0.072
O -2.314 -0.041 4.328  0.024
O 6.597 -0.769 0.550  0.024
N 8.776 -4.163 1.122  -0.419
N 7.813 -0.620 0.573  -0.427
N -1.096 0.099 4.344  -0.420
N 7.318 -8.387 0.089  -0.433
N -6.606 7.107 4.267  -0.443
N -2.590 -4.296 4.147  -0.441
C -0.473 1.117 -4.703  0.060
C 4.236 1.231 -0.420  0.021
C 0.997 -0.856 -1.912  -0.486
C -0.318 -0.567 3.266  0.036
C 4.338 3.748 -1.379  -0.048
C -4.852 2.796 -2.610  -0.203
C 5.031 2.592 -0.540  -0.198
C 8.601 -1.284 -0.498  0.033
C 2.920 3.612 -2.050  -0.052
C 0.459 0.287 -4.248  -0.081
C -5.898 6.486 5.417  0.039
C -3.391 -3.125 4.592  0.038
C -4.547 2.348 3.556  -0.107
C 2.786 1.010 -1.074  -0.141
C -5.030 -0.471 -3.616  -0.192
C -5.991 2.079 -3.539  -0.208
C -4.799 2.626 0.018  -0.210
C -5.252 0.936 -4.409  -0.224
C 7.819 -5.191 1.612  0.052
C -1.170 -0.552 -0.890  -0.330
C -2.669 -0.781 -1.508  -0.076
C 6.455 2.697 0.202  -0.105
C -2.685 -1.653 -2.868  -0.198
C -4.428 4.277 2.113  -0.229
C 2.108 -0.423 -0.807  -0.124
C -3.586 -1.045 -4.062  -0.201
C 2.159 2.213 -1.870  -0.021
C 1.532 -0.661 -3.461  -0.101
C 6.875 -8.691 -1.298  0.047
C -3.762 3.636 0.759  -0.156
C -5.561 3.310 -1.239  -0.193
H -5.832 0.669 -5.388  0.116
H -6.323 2.901 -4.301  0.115
H -1.469 1.708 -4.765  0.055
H -2.714 -2.353 4.954  0.071
H -3.957 -2.768 3.731  0.104
H -0.309 -3.279 -2.532  0.033
H 6.368 2.139 1.223  0.088
H -2.986 -2.754 -2.619  0.124
H 8.196 -5.562 2.565  0.113
H -4.179 1.681 -0.276  0.088
H -1.007 -1.096 2.610  0.069
H -5.980 7.170 6.262  0.099
H -3.799 -1.934 -4.792  0.120
H 4.921 4.745 -1.457  0.087
H 2.606 -0.259 -3.515  0.129
H 0.373 -1.263 3.742  0.106
H -4.443 3.729 -3.181  0.116
H -4.477 2.103 4.678  0.100
H 1.632 -0.397 0.243  0.120
H -3.160 0.272 -1.631  0.095
H 6.849 -4.708 1.730  0.112
H 2.947 -1.224 -0.813  0.128
H -3.359 4.466 0.045  0.119
H -2.934 -0.307 -4.661  0.083
H -5.468 4.461 -1.219  0.112
H 9.293 -1.975 -0.017  0.061
H -4.053 -3.462 5.390  0.103
H -4.859 6.340 5.124  0.100
H 7.318 2.203 -0.375  0.075
H 7.917 -1.820 -1.157  0.101
H -1.585 -1.662 -3.263  0.077
H -4.251 1.406 -4.782  0.099
H -5.846 -1.194 -4.036  0.115
H 1.448 -1.694 -4.000  0.110
H -5.632 2.239 0.737  0.105
H -3.276 -1.314 -0.688  0.128
H 6.640 3.820 0.422  0.082
H -5.582 4.239 2.047  0.123
H 0.548 -3.027 -0.286  0.047
H 9.133 -0.506 -1.046  0.104
H 5.898 -8.238 -1.462  0.098
H -6.671 2.988 -1.209  0.103
H 6.818 -9.775 -1.395  0.103
H -2.861 2.992 1.118  0.114
H -4.124 5.390 2.128  0.122
H -3.978 1.545 2.959  0.084
H -6.371 5.531 5.647  0.095
H -5.649 2.370 3.228  0.092
H -3.945 2.109 -2.442  0.083
H 4.714 0.350 0.187  0.085
H 7.615 -8.271 -1.979  0.104
H 0.216 0.209 2.718  0.101
H 1.112 2.128 -2.331  0.071
H 7.763 -5.994 0.882  0.056
H -5.203 -0.405 -2.482  0.106
H 2.450 4.478 -2.643  0.085
H -6.912 1.721 -2.951  0.107

---

Record 2
Below is a cluster of 2 separate species, C31H58F3N3O13P2S2 in total at a distorted geometry, with properties calculated with ωB97M-V/def2-TZVPD.

Its total energy is -112560.632 eV. As for the LUMO energy: -0.85 eV. The spin multiplicity is 1. As for the HOMO energy: -8.3 eV.

Last column: Löwdin charge in e.
Element x y z (Å)
S -1.090 -0.366 3.624  0.892
S 2.892 -1.407 0.969  0.849
P 1.559 -2.746 3.948  0.788
P -2.290 -5.478 2.406  0.692
F -3.701 -0.796 4.119  0.087
F -3.050 -1.776 2.186  0.093
F -2.373 -2.621 4.180  0.032
O -2.708 -6.977 2.332  -0.354
O -1.295 -5.339 3.775  -0.308
O -0.061 5.940 -3.241  -0.197
O 1.252 -2.271 -0.871  -0.132
O 3.197 -2.902 1.057  -0.299
O 2.848 -0.843 2.526  -0.231
O -1.675 1.028 3.894  -0.317
O 1.171 0.029 -0.767  -0.105
O 2.621 2.047 3.457  -0.108
O -3.737 -4.583 2.475  -0.274
O 4.091 7.661 -2.996  -0.179
O -0.627 -0.697 5.052  -0.318
O 4.176 -0.859 0.360  -0.288
N 1.106 8.715 -3.241  -0.055
N 2.649 -2.806 5.160  -0.311
N -3.453 0.666 -1.821  0.009
C -1.220 -5.157 0.897  -0.176
C 1.151 1.992 3.368  -0.204
C -0.257 -2.782 1.227  -0.156
C 2.248 -2.344 -1.895  -0.169
C 3.566 8.535 -3.989  -0.220
C -1.549 -1.026 -1.371  0.010
C 1.506 -2.088 -3.327  -0.164
C 2.378 9.393 -3.518  -0.194
C 0.547 8.003 -4.393  -0.208
C 0.753 1.107 2.103  -0.095
C -1.160 -0.554 0.082  -0.050
C -1.044 -7.104 5.492  -0.075
C 1.559 2.225 -1.808  -0.048
C 1.580 -1.010 3.205  -0.397
C -2.100 0.610 0.485  0.006
C -0.007 -1.220 0.982  -0.180
C -4.685 -5.285 1.601  -0.282
C -0.376 5.976 -1.856  -0.107
C 0.380 -3.201 -5.433  -0.120
C -2.633 -0.410 -2.257  -0.099
C -2.603 -1.410 3.444  -0.447
C -1.944 -5.859 4.983  -0.265
C 1.344 -1.122 0.007  -0.424
C -3.153 1.116 -0.510  -0.107
C -1.275 -3.614 0.354  -0.205
C 2.222 0.863 -1.197  -0.246
C 0.272 -0.429 2.396  -0.302
C -0.576 7.050 -3.970  -0.209
C -5.892 -4.350 1.091  -0.088
C 3.370 6.453 -2.827  -0.103
C 0.647 -3.345 -3.827  -0.238
H -1.654 -5.781 0.029  0.116
H -1.365 7.578 -3.425  0.121
H -6.312 -4.877 0.149  0.086
H 4.379 9.228 -4.229  0.120
H -2.822 -0.811 -3.319  0.114
H 3.136 -1.643 -1.839  0.115
H 2.376 2.685 -2.483  0.091
H -2.335 -3.216 0.253  0.111
H 1.711 1.139 1.453  0.128
H 2.623 -3.436 -1.954  0.148
H -4.087 -5.567 0.654  0.111
H -0.135 -5.415 1.136  0.114
H 2.670 9.886 -2.587  0.118
H 0.001 1.727 1.525  0.118
H -1.892 -5.015 5.771  0.124
H 1.258 8.056 -2.487  0.062
H 0.154 8.733 -5.108  0.122
H -3.791 2.008 -0.155  0.113
H -0.389 -3.438 -3.357  0.090
H 0.710 -3.414 1.300  0.105
H -0.682 -2.880 2.306  0.089
H 2.882 2.656 4.182  0.102
H 2.586 6.586 -2.080  0.067
H 2.316 -1.767 -4.084  0.124
H -1.029 6.642 -4.881  0.120
H 1.350 2.931 -0.939  0.069
H 0.802 1.579 4.380  0.119
H 1.171 -2.517 -5.886  0.065
H -5.172 -6.198 2.096  0.132
H -0.594 -6.811 6.499  0.075
H 1.307 7.402 -4.901  0.097
H -6.770 -4.348 1.840  0.084
H -0.998 -1.916 -1.855  0.071
H 1.210 -4.326 -3.621  0.111
H -1.441 6.168 -1.699  0.090
H 2.197 10.186 -4.252  0.116
H 0.281 -3.044 4.519  0.009
H -3.045 -6.128 4.827  0.118
H 3.075 -1.854 5.133  -0.044
H -0.871 -3.701 -0.727  0.105
H 1.900 -3.818 3.071  0.019
H 2.926 0.487 -2.021  0.130
H -1.604 -8.098 5.502  0.081
H 0.227 6.722 -1.333  0.074
H -5.574 -3.307 0.763  0.074
H -0.143 4.993 -1.435  0.073
H 0.484 -4.226 -5.934  0.073
H 0.757 -1.234 -3.116  0.109
H 0.803 3.079 3.308  0.138
H 1.738 -0.403 4.183  0.140
H 0.643 1.933 -2.420  0.090
H -0.664 -2.778 -5.645  0.073
H -0.156 -7.217 4.762  0.089
H 4.057 5.698 -2.437  0.088
H 2.950 6.083 -3.766  0.088
H 3.358 7.991 -4.916  0.109
H 2.920 1.242 -0.355  0.129
H -1.988 1.129 1.482  0.072